Entry 1:
The following is a DFT calculation (wB97M-V/def2-TZVPD) of a 2-piece molecular cluster, C21H36B2N2O12S2 overall at a distorted geometry.

The geometry in XYZ format:
```
75
Properties=species:S:1:pos:R:3:forces:R:3:mulliken_charge:R:1
C 1.450 0.581 1.659 0.0 -0.2 0.1 -0.865
C 2.049 0.386 0.234 -0.3 -0.4 1.2 0.236
B 1.118 -0.274 -0.865 0.5 -0.6 -0.5 0.220
O 1.750 -1.086 -1.796 -0.7 -0.3 0.8 -0.836
C -0.507 -0.080 -0.914 0.7 0.3 -0.7 0.276
C -1.233 -1.017 0.051 -0.1 0.4 0.9 -0.666
C -0.401 -2.137 0.690 -0.6 -1.1 0.1 -0.574
C -0.069 -3.298 -0.291 0.5 1.0 0.4 0.138
C 1.147 -4.145 0.132 -0.8 -0.3 -0.3 -0.668
C 1.168 -4.619 1.607 -0.1 0.4 -0.6 -0.994
C 1.836 -3.672 2.636 0.2 -1.1 0.2 -0.979
C 3.042 -2.889 2.133 -0.3 0.9 -0.2 0.569
S 4.284 -3.947 1.315 0.1 -0.1 -0.1 -0.191
C 5.453 -2.731 0.816 -0.8 -0.6 0.5 0.523
N 6.537 -2.426 1.425 0.1 0.2 -0.1 -0.331
N 7.091 -1.410 0.672 1.5 0.3 0.6 -0.391
C 6.342 -1.185 -0.325 -0.6 -0.4 0.3 -0.044
O 5.243 -1.997 -0.296 -0.1 0.5 -0.8 -0.165
O -0.563 1.364 -0.521 0.1 0.5 -0.2 -0.171
S -0.013 2.255 -1.746 -0.6 1.2 0.1 1.318
O 1.292 2.793 -1.582 0.9 -1.5 0.1 -0.718
O -0.934 3.319 -1.971 -1.1 -0.5 -0.3 -0.714
O -0.078 1.085 -2.842 0.5 1.0 0.8 -0.671
C -1.061 0.064 -2.341 0.3 0.1 -2.1 2.105
C -0.907 -1.104 -3.322 0.2 -0.3 0.4 -2.514
B -1.805 -2.377 -3.057 -0.1 -0.2 0.2 0.961
O -1.280 -3.635 -3.292 -0.4 0.5 -0.6 -0.576
O -3.121 -2.254 -2.642 0.3 0.1 -0.5 -0.655
C -2.427 0.738 -2.642 -2.4 -0.8 1.8 -1.084
C -3.398 0.785 -1.432 1.8 2.3 0.2 0.569
C -3.379 2.092 -0.658 -3.3 -1.1 -1.2 -1.107
O -4.481 1.635 -1.596 -0.3 -0.9 -0.3 -0.626
H 0.361 0.666 1.689 0.1 0.1 -0.2 0.107
H 1.700 -0.291 2.277 0.0 0.2 0.1 0.094
H 1.842 1.464 2.168 0.0 -0.1 -0.1 0.410
H 2.909 -0.294 0.355 0.0 0.2 -0.2 0.084
H 2.484 1.339 -0.079 -0.2 -0.2 -0.4 0.606
H 2.396 -1.592 -1.282 0.6 0.3 -0.6 0.242
H -1.628 -0.391 0.864 0.0 0.0 -0.2 0.326
H -2.108 -1.508 -0.386 0.2 0.3 -0.3 0.259
H 0.455 -1.814 1.285 0.0 0.3 -0.4 -0.590
H -1.075 -2.605 1.424 0.2 0.3 0.2 0.847
H 0.193 -2.848 -1.254 -0.3 -0.3 0.0 -0.137
H -0.987 -3.884 -0.403 0.2 -0.1 -0.1 0.424
H 1.107 -5.055 -0.481 0.2 0.2 0.0 0.464
H 2.047 -3.616 -0.193 0.1 -0.1 0.3 0.131
H 0.119 -4.736 1.908 0.2 -0.2 0.0 0.367
H 1.602 -5.623 1.613 0.2 0.2 0.3 0.407
H 2.169 -4.288 3.482 -0.1 0.1 0.0 0.380
H 1.058 -3.014 3.033 0.4 0.3 -0.1 0.400
H 3.553 -2.347 2.933 -0.2 -0.2 0.0 0.755
H 2.678 -2.129 1.431 0.3 -0.2 -0.1 -0.971
H 6.515 -0.435 -1.078 -0.4 -0.2 -0.2 0.435
H 0.122 -1.439 -3.472 0.0 0.2 0.3 0.153
H -1.236 -0.715 -4.296 0.0 -0.1 0.1 0.501
H -1.995 -4.240 -3.525 0.3 -0.3 0.2 0.246
H -3.626 -3.055 -2.816 -0.1 0.1 0.3 0.256
H -2.393 1.763 -3.005 0.5 -0.1 0.0 0.690
H -3.065 0.195 -3.346 0.8 -0.3 -0.3 0.295
H -3.545 -0.119 -0.854 -0.2 0.0 -0.1 0.551
H -3.950 2.058 0.265 1.1 0.5 0.6 0.448
H -3.166 3.018 -1.173 1.4 0.0 0.8 0.407
C -1.781 7.334 1.459 0.4 0.1 0.1 -1.567
C -1.892 5.829 1.409 -0.1 0.6 -0.1 0.807
C -3.281 5.305 1.682 -0.2 -0.1 -0.2 -0.482
O -3.013 4.010 2.229 0.2 0.1 0.1 -0.340
C -1.787 4.070 2.815 0.1 -0.1 0.0 0.649
O -1.346 3.236 3.536 0.0 0.0 0.0 -0.558
O -1.140 5.210 2.466 -0.2 -0.3 0.0 -0.353
H -0.807 7.656 1.092 0.0 0.0 0.0 0.368
H -2.550 7.803 0.845 0.0 -0.1 0.0 0.379
H -1.869 7.696 2.485 -0.2 -0.1 0.0 0.367
H -1.508 5.452 0.457 -0.1 -0.1 0.0 0.120
H -3.883 5.227 0.779 0.0 -0.2 0.0 0.329
H -3.826 5.892 2.426 0.1 0.1 0.0 0.326
```
Forces are in eV/Å.

## Properties
SMILES: CCB(O)[C@@]1(CCCCCCCSc2nnco2)OS(=O)(=O)O[C@]1(CB(O)O)C[C@H]1CO1.C[C@@H]1COC(=O)O1
Net charge: 0
LUMO (Eh): -0.0059

Entry 2:
The following is a DFT calculation (wB97M-V/def2-TZVPD) of C29H48CeNOP3S as an isolated structure at a distorted geometry.

The geometry in XYZ format:
```
84
Properties=species:S:1:pos:R:3:forces:R:3:mulliken_spin:R:1
Ce -0.176 0.017 -0.706 -0.1 -2.4 0.6 1.008
P 1.977 0.949 0.854 1.9 0.9 1.3 0.004
P -0.718 2.554 -1.677 -0.5 1.1 -0.5 -0.002
P 2.133 -0.313 -2.403 2.1 -0.5 -0.8 -0.004
H -1.088 -4.344 -0.794 0.5 -0.4 0.0 0.000
C 0.012 -4.350 -0.773 0.4 0.8 0.8 0.000
C 0.684 -4.086 0.374 -0.3 0.8 -0.6 0.000
H 0.154 -3.908 1.335 0.4 -0.3 -0.8 0.000
C 1.612 1.419 2.593 -0.3 0.0 0.0 -0.002
C 2.689 2.557 0.296 -0.1 -0.1 -0.1 0.000
C 3.503 -0.033 1.168 -0.1 -0.2 0.0 0.000
C -2.105 2.425 -2.864 0.0 0.1 0.1 0.000
C -1.388 3.734 -0.466 0.1 0.0 0.0 0.001
C 0.519 3.387 -2.693 0.5 0.3 -0.3 0.001
C 2.955 -1.900 -1.927 -0.2 -0.2 0.2 0.000
C 3.643 0.736 -2.445 -0.1 0.3 0.0 0.001
C 1.888 -0.563 -4.189 -0.4 -0.1 -0.3 0.000
H 0.532 -4.515 -1.730 -0.2 0.0 0.6 0.000
H 1.783 -3.908 0.382 -0.9 -0.6 0.1 0.000
H 1.386 0.530 3.198 0.1 0.4 -0.2 0.000
H 0.760 2.114 2.638 0.2 -0.2 0.1 0.000
H 2.512 1.913 2.983 -0.3 -0.1 0.0 0.000
H 1.899 3.325 0.274 0.4 -0.2 0.0 0.000
H 3.158 2.470 -0.692 -0.2 0.2 0.4 0.000
H 3.450 2.822 1.045 -0.2 0.1 -0.3 0.000
H 3.220 -1.049 1.496 0.3 0.4 -0.2 0.000
H 4.043 0.470 1.986 -0.1 -0.2 -0.3 0.000
H 4.151 -0.089 0.280 -0.3 -0.1 0.5 0.000
H -2.281 3.446 -3.213 -0.2 -0.1 -0.1 0.000
H -3.007 2.051 -2.377 -0.1 0.1 0.0 0.000
H -1.891 1.813 -3.740 0.2 -0.1 -0.1 0.000
H -1.831 4.570 -1.021 0.1 0.0 0.4 0.000
H -0.600 4.079 0.217 -0.2 0.1 -0.2 0.000
H -2.159 3.225 0.131 0.1 0.2 -0.2 0.000
H 0.052 4.261 -3.173 0.3 -0.2 0.1 0.000
H 0.886 2.700 -3.476 -0.3 0.3 0.2 0.000
H 1.400 3.707 -2.118 -0.4 0.0 -0.1 0.000
H 3.399 -2.337 -2.830 -0.1 0.0 0.3 0.000
H 2.257 -2.615 -1.473 0.2 0.1 -0.2 0.000
H 3.756 -1.714 -1.200 -0.2 0.0 -0.2 0.000
H 4.300 0.390 -3.251 -0.1 0.0 0.2 0.000
H 4.191 0.701 -1.496 -0.2 0.0 -0.4 0.000
H 3.364 1.773 -2.647 0.2 0.0 -0.1 0.000
H 2.817 -0.957 -4.631 -0.3 0.3 0.1 0.000
H 1.603 0.382 -4.673 0.2 -0.2 0.0 0.000
H 1.081 -1.285 -4.368 0.2 0.2 0.0 0.000
C -1.909 -1.606 -3.481 -0.4 -0.2 -1.7 -0.001
C -3.038 -1.186 -4.189 0.7 0.4 0.0 0.000
C -3.085 -1.459 -5.551 -0.1 -0.4 -0.2 0.000
C -2.114 -2.276 -6.144 0.1 -0.1 0.3 0.000
C -1.171 -2.923 -5.339 -0.2 -0.1 0.2 0.000
C -1.046 -2.581 -3.971 0.1 -0.1 -0.5 0.000
O -1.513 -0.819 -2.388 -0.5 0.7 0.8 -0.004
H -1.826 0.121 -2.508 -0.4 -1.3 -0.7 0.004
H -3.789 -0.564 -3.699 0.2 0.0 -0.2 0.000
H -3.879 -1.029 -6.161 0.1 -0.2 0.2 0.000
H -2.100 -2.431 -7.224 -0.2 0.0 0.4 0.000
H -0.521 -3.684 -5.801 -0.3 0.5 0.5 0.000
H -0.271 -3.066 -3.355 -0.4 0.5 -0.3 0.000
N -1.246 -0.153 1.234 -0.6 0.9 0.6 -0.007
S -2.208 -0.537 2.539 0.7 -0.6 0.7 0.001
C -2.234 0.864 3.637 -0.3 1.1 0.4 0.000
C -1.299 1.101 4.646 0.4 -0.1 0.5 0.000
C -1.457 2.167 5.538 -0.1 -0.1 -0.3 0.000
C -2.563 3.009 5.432 0.1 -0.2 -0.1 0.000
C -3.529 2.751 4.461 0.1 0.2 0.0 0.000
C -3.343 1.719 3.551 -0.2 -0.5 -0.1 0.000
C -1.141 -1.599 3.523 -0.1 -0.4 0.7 -0.002
C -1.764 -2.154 4.653 0.0 0.1 -0.3 0.000
C -0.997 -2.845 5.595 -0.2 0.1 -0.4 0.000
C 0.381 -2.966 5.399 -0.2 0.1 0.2 0.000
C 0.990 -2.390 4.283 -0.1 -0.1 -0.2 0.000
C 0.230 -1.730 3.311 -0.3 0.0 0.1 -0.002
H -1.034 0.850 1.361 0.0 0.0 0.4 0.001
H -0.468 0.424 4.808 0.0 0.0 -0.1 0.000
H -0.735 2.324 6.341 -0.1 -0.1 -0.3 0.000
H -2.676 3.856 6.106 -0.1 -0.3 0.0 0.000
H -4.441 3.344 4.439 0.2 -0.1 -0.2 0.000
H -4.091 1.510 2.801 -0.2 0.1 0.0 0.000
H -2.847 -2.017 4.775 0.5 -0.2 0.1 0.000
H -1.494 -3.287 6.460 0.3 0.1 -0.2 0.000
H 0.969 -3.506 6.145 -0.1 0.2 -0.3 0.000
H 2.067 -2.465 4.167 -0.1 -0.1 -0.1 0.000
H 0.669 -1.322 2.398 0.0 -0.1 0.4 0.003
```
Forces are in eV/Å.

## Properties
ΔE to the lowest compared entry with this formula, charge and spin (kcal per mole): 24.23
Multiplicity: 2
Net charge: +3
LUMO (spin up / spin down) (Eh): -0.3286 / -0.3260

Entry 3:
The following is a DFT calculation (wB97M-V/def2-TZVPD) of a 2-piece molecular cluster, C6H11S overall at a distorted geometry.

The geometry in XYZ format:
```
18
Properties=species:S:1:pos:R:3:forces:R:3:nbo_charge:R:1
C -0.610 2.883 -0.440 0.1 1.5 -1.8 -0.614
C -1.383 1.886 -1.296 -0.3 -0.6 0.6 -0.513
S -0.498 0.292 -1.493 -0.2 0.6 -0.3 -0.735
H 0.395 2.951 -0.883 -0.1 0.1 0.3 0.198
H -0.501 2.568 0.569 0.0 -0.3 0.9 0.198
H -1.040 3.936 -0.496 0.2 -1.1 0.3 0.161
H -1.655 2.307 -2.262 0.1 0.2 -0.1 0.169
H -2.315 1.641 -0.774 -0.1 0.2 -0.1 0.170
C -0.784 -2.869 0.929 0.1 -0.3 0.1 -0.432
C 0.208 -2.222 0.312 0.3 1.5 -0.4 -0.183
C 1.401 -1.666 1.041 0.9 -0.2 -1.1 -0.230
C 2.251 -0.731 0.513 -1.0 -1.4 0.6 -0.394
H -0.567 -3.317 1.897 -0.3 0.4 0.2 0.165
H -1.813 -2.962 0.545 0.9 -0.3 -0.2 0.203
H 0.122 -1.879 -0.742 -0.2 -0.2 1.0 0.247
H 1.595 -2.118 2.020 0.1 0.2 -0.2 0.174
H 3.214 -0.472 0.972 -0.7 0.0 0.2 0.175
H 1.980 -0.227 -0.414 0.0 -0.2 0.0 0.241
```
Forces are in eV/Å.

## Properties
ΔE to the lowest compared entry with this formula, charge and spin (kcal per mole): 14.63
Net charge: -1
LUMO (Eh): 0.1457

Entry 4:
The following is a DFT calculation (wB97M-V/def2-TZVPD) of a 6-piece molecular cluster, C16H44N2O6 overall at a distorted geometry.

The geometry in XYZ format:
```
68
Properties=species:S:1:pos:R:3:forces:R:3:nbo_charge:R:1
C -2.056 0.576 -5.753 0.2 -0.6 -1.0 -0.632
C -2.422 1.468 -4.607 -0.7 -0.1 -1.2 0.092
C -1.276 2.268 -4.091 0.1 -0.1 1.0 -0.617
O -3.409 2.394 -5.032 -0.3 0.7 0.0 -0.727
H -1.369 -0.203 -5.424 0.0 -0.1 -0.1 0.210
H -1.636 1.097 -6.614 0.6 0.5 0.3 0.210
H -2.912 0.120 -6.250 -0.4 -0.4 0.6 0.202
H -2.860 0.850 -3.824 0.2 -0.1 0.3 0.158
H -1.664 2.697 -3.167 0.5 0.4 0.1 0.218
H -0.917 3.050 -4.760 -0.2 -0.1 -0.1 0.218
H -0.461 1.585 -3.851 0.1 0.1 0.1 0.204
H -4.079 1.951 -5.557 0.0 -0.1 0.1 0.465
C -2.007 -5.488 3.459 -0.3 -2.1 0.0 -0.629
C -2.176 -4.427 4.471 1.6 2.4 -0.2 0.080
C -0.928 -3.652 4.860 1.9 -0.7 1.2 -0.642
O -2.911 -3.406 3.838 -2.5 0.4 0.0 -0.717
H -1.962 -5.140 2.427 0.4 0.3 0.2 0.220
H -2.908 -6.097 3.525 -0.2 -0.1 -0.3 0.214
H -1.205 -6.192 3.682 0.3 0.1 -0.1 0.205
H -2.598 -4.813 5.399 -0.8 0.3 -0.3 0.175
H -0.137 -3.748 4.116 0.1 -0.1 -0.1 0.204
H -0.544 -3.991 5.822 0.5 -0.5 0.0 0.204
H -1.009 -2.585 5.066 -0.9 0.0 -0.4 0.220
H -2.306 -2.985 3.223 0.0 0.1 -0.1 0.465
C -1.146 5.154 2.888 -1.1 -0.4 -0.2 -0.624
C -0.882 6.580 3.211 2.6 2.7 1.3 0.095
C -0.805 7.502 2.031 -0.9 -0.5 -2.7 -0.644
O -1.632 7.243 4.226 -1.5 -1.0 0.4 -0.727
H -0.504 4.982 2.024 0.1 -0.5 0.2 0.219
H -2.163 4.927 2.570 -0.2 0.4 -0.2 0.214
H -0.982 4.449 3.703 0.5 0.2 0.0 0.223
H 0.126 6.636 3.623 0.6 -0.7 0.0 0.143
H -0.488 8.544 2.062 -0.2 0.0 1.2 0.218
H -1.775 7.451 1.536 -0.4 0.5 0.0 0.207
H -0.173 7.151 1.216 0.4 -0.6 0.2 0.208
H -1.289 8.128 4.368 0.2 -0.1 -0.2 0.469
C -2.402 -7.956 -3.884 -0.3 2.1 -0.7 -0.636
C -1.388 -6.763 -4.302 0.5 -1.1 1.3 0.118
C -0.442 -6.370 -3.114 -1.0 -0.8 0.6 -0.649
O -0.627 -7.197 -5.421 -0.1 -0.4 -0.1 -0.727
H -2.079 -8.988 -3.749 0.7 0.4 -0.1 0.222
H -3.191 -7.965 -4.636 0.2 -0.2 -0.4 0.212
H -2.987 -7.651 -3.016 0.4 0.1 0.4 0.208
H -1.944 -5.880 -4.616 -0.5 -0.1 0.2 0.157
H -1.030 -6.072 -2.246 -0.5 0.3 -0.1 0.211
H 0.297 -5.575 -3.211 0.0 -0.1 -0.8 0.207
H 0.034 -7.262 -2.707 0.4 -0.1 -0.5 0.211
H -0.305 -6.428 -5.896 0.0 0.0 0.0 0.466
C 4.756 4.811 1.199 1.8 -0.6 -1.4 -0.637
C 5.741 3.637 1.584 -1.6 1.0 1.2 0.100
C 5.708 3.492 3.111 0.8 -0.5 0.6 -0.646
O 5.212 2.423 1.064 -0.7 0.0 -0.7 -0.737
H 3.734 4.678 1.554 0.3 0.0 0.0 0.217
H 4.814 4.917 0.115 -0.8 -0.7 -0.4 0.215
H 5.174 5.802 1.377 0.0 -0.1 1.2 0.218
H 6.731 3.741 1.140 0.1 0.6 0.3 0.170
H 6.145 4.211 3.804 0.1 0.8 -0.7 0.222
H 6.295 2.619 3.398 -0.2 -0.5 -0.1 0.196
H 4.686 3.356 3.464 -0.1 -0.2 -0.3 0.213
H 5.611 1.664 1.495 0.2 0.1 0.2 0.469
C 0.719 -0.940 0.018 -4.2 -3.4 -0.5 0.743
O -0.328 -1.563 0.278 0.9 0.1 0.0 -0.702
N 1.075 0.100 0.679 0.9 3.2 2.3 -0.818
N 1.503 -1.219 -0.997 2.2 -0.5 -2.3 -0.829
H 1.986 0.494 0.493 -0.4 0.4 0.8 0.393
H 0.442 0.313 1.437 0.6 0.5 0.0 0.421
H 1.410 -2.045 -1.570 -0.2 0.4 0.2 0.415
H 2.114 -0.459 -1.260 0.2 -0.7 -0.5 0.378
```
Forces are in eV/Å.

## Properties
ΔE to the lowest compared entry with this formula, charge and spin (kcal per mole): 70.03
SMILES: NC(N)=O.CC(C)O.CC(C)O.CC(C)O.CC(C)O.CC(C)O
Net charge: 0
LUMO (Eh): 0.0065